Entry 1:
This record from the OMol25 dataset describes a structure of composition C7H14FeOPS. The level of theory is ωB97M-V/def2-TZVPD.

Last column: Löwdin charge in e.
Positions of all 25 atoms, in Å:
C -2.35845 1.76636 -0.58416  -0.261
C -1.28106 2.58182 -0.07259  -0.226
C -0.85184 2.01089 1.18235  -0.203
C -1.69465 0.89693 1.47590  -0.203
C -2.58149 0.69654 0.37042  -0.201
Fe -0.55274 0.57668 -0.47799  0.142
P -0.20296 0.33058 -2.74824  0.690
H -2.96485 1.96686 -1.45873  0.074
H -0.89659 3.48768 -0.51989  0.075
H -0.06910 2.41153 1.81509  0.089
H -3.36346 -0.06714 0.32357  0.086
H -1.74724 0.33867 2.40828  0.089
H 1.17202 0.17198 -3.16873  -0.116
H -0.60122 1.39431 -3.60300  -0.132
H -0.80648 -0.78636 -3.42904  -0.116
C 2.37234 -2.08390 1.91092  -0.378
S 1.10739 -0.98676 1.32559  0.706
C 1.62795 -1.79252 -0.64622  -0.403
O 0.66540 -0.27030 2.56254  -0.617
H 3.23219 -2.02858 1.23975  0.024
H 1.95193 -3.09509 1.90983  0.037
H 2.66396 -1.81530 2.93002  0.031
H 2.04633 -2.78924 -0.45500  -0.058
H 0.75461 -1.83423 -1.29803  -0.084
H 2.37801 -1.08139 -0.99264  -0.043

Cartesian forces (eV/Å) of the 6 atoms listed first:
-0.1 0.1 1.1
-0.7 -0.7 0.2
-0.7 0.1 -0.3
-0.6 0.3 -0.5
-0.1 1.1 0.2
0.5 -0.5 -0.4

Values from the calculation:
<S²>	6.047
highest occupied orbital energy (alpha / beta)	-1.9 / -1.8	eV
net charge	-1
E	-2353.41172	Ha
ΔE to the lowest compared entry with this formula, charge and spin	0.0	kJ/mol
2S+1	5
Kohn-Sham gap (alpha / beta)	5.303 / 5.175	eV

Entry 2:
This record from the OMol25 dataset describes a cluster of 2 separate species, C7H14IN in total. The level of theory is ωB97M-V/def2-TZVPD.

Last column: Löwdin charge in e.
Positions of all 23 atoms, in Å:
C -1.04965 -0.34908 -0.75405  -0.513
C -2.29415 -0.71882 -1.54298  -0.061
C -1.47252 -2.50833 0.60671  -0.115
C 1.47500 1.49490 1.55237  -0.192
C 2.18963 2.26447 -0.78622  -0.212
C -0.83136 -1.12852 0.53654  -0.223
C 2.02366 1.18561 0.21079  -0.799
N -0.32858 0.56625 -1.15810  0.187
I 3.23945 -0.50403 0.01646  0.873
H -2.22132 -1.75275 -1.87122  0.072
H -2.37536 -0.07257 -2.41293  0.069
H -3.17532 -0.59817 -0.91705  0.077
H -2.55201 -2.45548 0.49641  0.065
H -1.25572 -2.95524 1.57538  0.071
H -1.07310 -3.16525 -0.16280  0.077
H 1.32382 0.60028 2.15124  0.056
H 2.15382 2.15776 2.10184  0.086
H 0.52417 2.01761 1.45085  0.085
H 1.29338 2.88217 -0.80400  0.076
H 3.04452 2.90690 -0.54301  0.086
H 2.34527 1.85888 -1.78289  0.063
H -1.22887 -0.50494 1.34426  0.115
H 0.24522 -1.22166 0.69241  0.055

Cartesian forces (eV/Å) of the 6 atoms listed first:
-0.5 -0.7 0.4
0.1 0.3 -0.2
0.1 0.1 0.0
0.0 -0.1 0.2
0.1 -0.1 -0.2
0.2 -0.1 0.2

Values from the calculation:
highest occupied orbital energy	-6.8	eV
net charge	0
E	-627.41899	Ha
ΔE to the lowest compared entry with this formula, charge and spin	45.9	kJ/mol
Kohn-Sham gap	5.808	eV

Entry 3:
This record from the OMol25 dataset describes a structure of composition C7H14IO7PS. The level of theory is ωB97M-V/def2-TZVPD.

Last column: Löwdin charge in e.
Positions of all 31 atoms, in Å:
C 0.02639 2.90361 2.54125  -0.168
C -1.36752 3.51422 2.55485  -0.702
I -2.50655 2.52159 4.11620  0.837
C -2.12646 3.37198 1.21865  -0.263
O -1.37785 2.70052 0.18061  -0.245
P -1.64906 1.15856 0.05884  0.224
O -2.02150 0.50178 1.28797  -0.235
O -2.73617 0.88612 -1.05248  -0.079
O -0.32180 0.50661 -0.57450  -0.632
S 0.64293 1.58148 -1.46507  0.848
H 0.54667 3.10939 1.61271  0.060
H -0.05942 1.83598 2.68536  0.054
H 0.59228 3.37319 3.33330  0.076
H -1.34323 4.54770 2.84468  0.061
H -2.27412 4.37803 0.84590  0.123
H -3.11649 2.96559 1.35855  0.078
H -3.54196 0.69290 -0.53776  0.104
H 1.23994 2.28213 -0.48255  -0.126
C 0.97123 -1.98801 -0.73970  -0.032
C 1.68089 -2.82289 -1.77437  -0.323
C 1.01761 -4.13903 -2.10025  -0.095
O 2.12852 -4.93032 -2.54488  0.060
C 3.24080 -4.44776 -1.93029  -0.562
O 4.29971 -4.98064 -1.93864  0.168
O 2.96624 -3.27367 -1.30512  0.085
H 1.58982 -1.14433 -0.44253  0.073
H 0.03104 -1.61900 -1.12871  0.074
H 0.77372 -2.57188 0.16126  0.100
H 1.84858 -2.23320 -2.68080  0.160
H 0.26450 -4.06021 -2.88032  0.138
H 0.58124 -4.62048 -1.22216  0.139

Cartesian forces (eV/Å) of the 6 atoms listed first:
-0.3 0.4 0.2
-0.2 -1.2 -0.3
0.1 0.3 0.0
0.2 1.1 0.2
-0.2 0.1 0.1
0.5 -1.1 -0.2

Values from the calculation:
highest occupied orbital energy	-9.5	eV
net charge	0
E	-1839.13073	Ha
ΔE to the lowest compared entry with this formula, charge and spin	21.2	kJ/mol
Kohn-Sham gap	9.443	eV

Entry 4:
This record from the OMol25 dataset describes a cluster of 2 separate species, C7H14N in total. The level of theory is ωB97M-V/def2-TZVPD.

Last column: Löwdin charge in e.
Positions of all 22 atoms, in Å:
C -0.13157 -2.47836 -0.06202  0.124
C 0.41649 -2.01110 -1.10236  0.054
C -1.53468 1.50196 1.49426  -0.074
C -1.99680 0.18443 0.96696  -0.110
C -0.51569 0.46499 1.06415  -0.369
C 1.01823 -1.67390 -2.33002  -0.028
C 1.59777 1.12876 0.05584  -0.081
N 0.24966 0.62247 -0.11921  -0.076
H -0.52289 -1.83318 0.72734  0.082
H -0.28517 -3.52724 0.15645  0.126
H -1.65463 2.37304 0.86837  0.110
H -1.62705 1.70415 2.54934  0.109
H -2.44265 -0.51446 1.65626  0.106
H -2.43483 0.16341 -0.02015  0.110
H 0.05631 -0.00069 1.86064  0.148
H 0.32575 -1.15332 -2.99273  0.118
H 1.30657 -2.60897 -2.83332  0.139
H 1.93344 -1.09669 -2.18821  0.108
H 2.10859 1.13781 -0.90463  0.080
H 1.61142 2.14373 0.46468  0.097
H 2.13683 0.47663 0.74276  0.092
H -0.25559 1.12750 -0.84072  0.137

Cartesian forces (eV/Å) of the 6 atoms listed first:
-0.2 -0.1 0.5
-0.3 0.7 0.8
0.2 0.0 0.1
0.0 -0.1 0.0
-0.3 0.3 0.5
0.3 0.3 -0.7

Values from the calculation:
highest occupied orbital energy	-12.6	eV
net charge	+1
E	-329.47925	Ha
ΔE to the lowest compared entry with this formula, charge and spin	336.8	kJ/mol
Kohn-Sham gap	7.009	eV

Entry 5:
This record from the OMol25 dataset describes the ion C7H14N with charge +1. The level of theory is ωB97M-V/def2-TZVPD.

Last column: Löwdin charge in e.
Positions of all 22 atoms, in Å:
C 1.81630 -1.07192 -0.11940  0.079
C 0.77208 -0.26719 0.06858  -0.328
C 0.47202 0.83953 -0.87588  -0.106
C 0.18687 2.06943 -0.46616  -0.138
C -0.04214 3.21807 -1.42949  -0.079
C -0.13839 -0.44474 1.26349  -0.158
C -0.66246 -1.85462 1.39172  -0.133
N -1.70027 -2.10312 0.30850  0.213
H 2.45534 -0.96336 -0.98604  0.081
H 2.12232 -1.83734 0.58018  0.073
H 0.48788 0.65749 -1.95498  0.126
H 0.11262 2.29266 0.59401  0.111
H 0.87867 3.39031 -1.97932  0.083
H -0.90360 3.01370 -2.06020  0.081
H -0.22706 4.13030 -0.87581  0.070
H 0.37128 -0.22173 2.19872  0.138
H -0.95674 0.28087 1.20914  0.120
H -1.14662 -2.02248 2.34699  0.134
H 0.10596 -2.60506 1.25806  0.121
H -1.37720 -1.62686 -0.53863  0.165
H -1.78625 -3.10097 0.11608  0.174
H -2.60226 -1.73468 0.60424  0.174

Cartesian forces (eV/Å) of the 6 atoms listed first:
0.0 0.0 -0.3
0.1 -0.1 -0.4
-0.2 -0.1 0.0
-0.4 0.3 -0.4
0.2 -0.3 0.9
0.1 0.3 0.3

Values from the calculation:
highest occupied orbital energy	-12.3	eV
net charge	+1
E	-329.58611	Ha
ΔE to the lowest compared entry with this formula, charge and spin	56.3	kJ/mol
SMILES	C=C(/C=C/C)CC[NH3+]
Kohn-Sham gap	8.741	eV

Entry 6:
This record from the OMol25 dataset describes a structure of composition C7H14N2. The level of theory is ωB97M-V/def2-TZVPD.

Last column: Löwdin charge in e.
Positions of all 23 atoms, in Å:
C -0.23408 1.40243 0.26875  -0.137
C 2.32866 -0.10389 -0.48856  -0.047
C -0.58567 -0.40438 2.06630  -0.129
C -2.20194 1.06072 -1.41264  -0.019
C 1.04540 -0.64462 0.13038  -0.452
C 0.33468 0.22751 1.05410  -0.318
C -0.86676 0.67990 -0.86923  -0.302
N 1.25222 -1.97549 0.58876  0.103
N -0.23895 -0.43050 -1.20962  0.147
H 0.40503 -2.41195 0.92509  0.069
H 1.71892 -2.56230 -0.08985  0.079
H -0.30858 -0.74167 -2.17805  0.110
H -0.97115 1.97227 0.83681  0.110
H 0.55357 2.07657 -0.09367  0.114
H 3.03592 0.19435 0.28287  0.085
H 2.80615 -0.84127 -1.13836  0.070
H 2.11376 0.75741 -1.11839  0.068
H -0.01200 -0.83484 2.89000  0.065
H -1.27421 0.33188 2.48182  0.063
H -1.22913 -1.21478 1.67273  0.060
H -2.39064 0.59485 -2.38150  0.078
H -2.97982 0.72483 -0.71730  0.099
H -2.30136 2.14299 -1.50043  0.083

Cartesian forces (eV/Å) of the 6 atoms listed first:
0.2 -0.9 0.9
-0.4 0.0 -0.7
0.1 -0.1 -0.3
0.2 0.3 -0.6
1.0 1.1 3.6
0.9 -0.3 -0.5

Values from the calculation:
highest occupied orbital energy	-5.8	eV
net charge	0
E	-384.52064	Ha
ΔE to the lowest compared entry with this formula, charge and spin	292.1	kJ/mol
Kohn-Sham gap	6.567	eV

> Among the records above, which one has the lowest net charge?

C7H14FeOPS

> Which value of E does entry 6 give?

-384.52064 Ha